Record 1
Below is a structure of composition C38H33BN5O6P2Tl, with properties calculated with wB97M-V/def2-TZVPD.

Geometry as XYZ:
```
86
Properties=species:S:1:pos:R:3:forces:R:3:lowdin_charge:R:1
Tl -0.3192 -1.2834 2.3966 0.05 0.07 0.16 0.9733
O 2.6469 2.7389 3.4249 0.13 0.11 -0.01 -0.0340
C 2.2442 1.5884 3.1830 -0.11 -0.12 0.10 -0.6385
O 1.4786 1.2285 2.2478 0.05 0.00 0.09 -0.1649
C 2.7437 0.4576 4.0915 0.08 0.15 -0.10 -0.1880
C 4.0114 0.5452 4.6535 -0.04 0.04 0.05 -0.0349
C 4.4818 -0.5298 5.3920 0.01 -0.01 -0.01 -0.0858
C 3.6670 -1.6345 5.5590 -0.06 0.02 0.02 -0.0287
C 2.4010 -1.6345 4.9733 0.04 -0.08 0.11 -0.1793
N 1.9606 -0.6061 4.2538 -0.01 -0.16 -0.19 0.1348
C 1.4961 -2.8804 5.1397 0.06 -0.02 0.08 -0.6799
O 1.8238 -3.6462 6.0665 0.06 0.01 0.02 -0.0573
O 0.5536 -2.9990 4.3277 -0.08 0.09 -0.13 -0.1805
H 4.5872 1.4476 4.4999 0.00 0.00 -0.01 0.0993
H 5.4760 -0.5060 5.8281 -0.01 0.00 0.00 0.0889
H 3.9585 -2.5031 6.1315 0.00 -0.01 0.00 0.0998
O 1.3962 -1.2845 0.1292 -0.06 0.02 0.04 -0.3960
P 1.5053 -0.2863 -0.9581 -0.06 0.03 -0.03 0.7163
C 0.9499 1.3996 -0.5773 0.00 0.06 0.03 -0.2945
P -0.8240 1.7221 -0.4752 0.05 -0.05 0.07 0.7076
O -1.5660 0.7427 0.3446 -0.09 -0.10 0.02 -0.3623
C -0.8955 3.4306 0.1360 0.07 -0.03 0.00 -0.2418
C -1.6109 4.4444 -0.4938 -0.10 0.00 -0.05 -0.0885
C -1.6520 5.7175 0.0568 -0.03 0.02 0.00 -0.1052
C -0.9779 5.9832 1.2400 0.01 -0.01 0.02 -0.1032
C -0.2695 4.9733 1.8764 -0.02 0.05 0.01 -0.0656
C -0.2308 3.6986 1.3343 0.09 0.00 0.01 -0.0417
C -1.4694 1.7920 -2.1684 0.02 0.04 -0.01 -0.2785
C -0.9789 2.6609 -3.1402 0.02 0.03 -0.02 -0.1106
C -1.5419 2.6845 -4.4050 0.01 -0.01 -0.01 -0.1007
C -2.5909 1.8241 -4.7076 -0.02 0.02 -0.04 -0.1040
C -3.0677 0.9440 -3.7495 -0.05 0.02 0.00 -0.0808
C -2.5141 0.9287 -2.4762 0.03 -0.03 -0.01 -0.0537
C 0.6117 -0.8146 -2.4321 0.02 0.00 0.01 -0.2752
C 0.7759 -0.2438 -3.6919 -0.02 0.06 -0.03 -0.1074
C -0.0213 -0.6551 -4.7463 0.03 0.02 -0.04 -0.1015
C -0.9902 -1.6306 -4.5407 0.00 -0.05 0.00 -0.0996
C -1.1653 -2.1887 -3.2847 0.00 -0.05 -0.06 -0.0681
C -0.3623 -1.7861 -2.2263 -0.04 0.04 0.06 -0.0488
C 3.2359 0.0018 -1.4194 0.01 -0.05 0.04 -0.2513
C 3.8330 -0.5952 -2.5228 0.00 0.01 -0.06 -0.0826
C 5.1910 -0.4302 -2.7579 0.03 -0.01 -0.02 -0.0976
C 5.9603 0.3195 -1.8808 0.02 0.01 -0.01 -0.1036
C 5.3734 0.8997 -0.7636 0.00 0.00 0.01 -0.0782
C 4.0170 0.7402 -0.5294 0.05 -0.01 0.01 -0.0544
H 1.4270 2.1246 -1.2426 -0.01 -0.05 -0.08 0.0846
H 1.3166 1.5692 0.4555 -0.01 0.01 -0.02 0.0357
H -2.1489 4.2431 -1.4123 0.01 0.01 0.02 0.0945
H -2.2150 6.4997 -0.4384 0.00 0.00 0.00 0.0913
H -1.0074 6.9782 1.6672 0.00 0.02 0.01 0.0916
H 0.2672 5.1653 2.7962 0.02 0.00 0.02 0.1067
H 0.3391 2.9204 1.8386 -0.01 -0.01 -0.01 0.0856
H -0.1587 3.3309 -2.9044 0.00 0.01 0.01 0.1093
H -1.1598 3.3649 -5.1563 0.00 0.01 -0.01 0.0944
H -3.0279 1.8346 -5.6992 0.00 0.00 -0.01 0.0941
H -3.8691 0.2567 -3.9883 -0.02 -0.01 -0.01 0.1062
H -2.8655 0.2375 -1.7180 -0.02 0.01 0.03 0.1071
H 1.5171 0.5331 -3.8468 0.00 0.01 0.00 0.1082
H 0.0978 -0.2034 -5.7238 0.00 0.01 0.00 0.0970
H -1.6240 -1.9391 -5.3636 -0.01 -0.01 -0.01 0.0971
H -1.9417 -2.9209 -3.1070 -0.02 -0.02 0.02 0.1031
H -0.5210 -2.1928 -1.2326 0.00 -0.07 0.03 0.0816
H 3.2361 -1.1925 -3.2015 0.02 -0.01 0.02 0.0995
H 5.6494 -0.8972 -3.6214 0.00 0.00 0.00 0.0945
H 7.0215 0.4431 -2.0608 0.00 0.00 0.00 0.0929
H 5.9726 1.4667 -0.0628 0.01 0.01 0.00 0.1027
H 3.5711 1.1631 0.3644 -0.04 0.02 0.01 0.1113
B -3.7412 -3.0039 -0.0780 -0.02 0.00 0.04 -0.4523
N -2.5777 -3.9114 0.3711 0.00 -0.02 -0.11 -0.0970
C -2.6239 -5.2373 0.5819 -0.02 -0.10 0.02 -0.1244
C -1.3455 -5.6873 0.8486 -0.07 0.01 0.08 -0.0921
C -0.5683 -4.5224 0.7888 0.00 0.04 -0.03 -0.1819
N -1.3151 -3.4668 0.4901 0.10 0.06 -0.05 0.0048
N -4.2078 -2.0681 1.0842 -0.05 0.02 -0.05 -0.0955
C -5.4346 -1.5328 1.1862 -0.11 0.00 0.05 -0.1436
C -5.4532 -0.6830 2.2772 -0.01 0.01 -0.07 -0.1086
C -4.1470 -0.7708 2.7785 0.02 0.00 0.04 -0.1997
N -3.4103 -1.6028 2.0547 0.07 -0.07 -0.04 0.0190
H -3.4038 -2.3422 -1.0442 0.05 0.04 0.02 0.0517
H -4.6835 -3.7270 -0.3514 -0.03 0.01 -0.05 0.0568
H -3.5642 -5.7597 0.5313 -0.02 -0.02 -0.02 0.0989
H -1.0318 -6.6893 1.0848 0.01 -0.03 0.02 0.0709
H 0.4881 -4.3927 0.9626 0.05 -0.01 0.00 0.1000
H -6.2053 -1.7988 0.4816 -0.03 -0.02 -0.01 0.0976
H -6.2785 -0.0982 2.6471 -0.02 0.02 0.00 0.0646
H -3.7050 -0.2663 3.6235 0.01 0.01 0.04 0.0888
```
Positions in Å, forces in eV/Å.

Total charge: -2
Energy relative to the best compared isomer or geometry (same formula, charge and spin), eV: 0.000
Highest occupied orbital energy, eV: -2.74
Frontier orbital gap, eV: 6.615
2S+1: 1



Record 2
Below is a structure of composition C16H44F6InN3O29P4S6 at a distorted geometry, with properties calculated with wB97M-V/def2-TZVPD.

Geometry as XYZ:
```
109
Properties=species:S:1:pos:R:3:forces:R:3:lowdin_charge:R:1
In -17.5346 18.4452 18.3358 0.57 0.18 0.07 1.4681
N -16.8426 18.2089 15.5012 -0.95 2.03 -2.89 -0.2600
S -16.0980 17.2629 14.4577 3.58 -7.91 1.58 0.4659
O -14.9944 17.7454 13.6823 -1.17 1.41 -0.31 -0.2318
O -16.8569 16.1387 13.9315 0.42 2.41 0.49 -0.2434
F -15.2221 16.5376 15.6268 -0.66 0.19 -0.21 -0.2228
S -17.4377 19.1885 14.2090 -1.16 4.66 1.91 0.5472
O -18.3952 18.6027 13.3483 0.38 -0.77 -0.32 -0.2244
O -16.5481 20.2223 13.6885 -0.92 -2.06 0.94 -0.2604
F -18.3500 20.0101 15.2359 0.17 0.10 -0.06 -0.2215
N -18.0432 15.5908 18.2823 1.01 1.91 5.43 -0.2699
S -17.5417 14.6114 19.6311 2.22 1.82 6.22 0.6382
O -16.3608 13.8055 19.4447 -1.68 0.57 -0.55 -0.2438
O -18.5486 14.1833 20.6024 1.30 0.97 -2.73 -0.2438
F -16.8229 15.8918 20.4608 -1.17 -0.58 -1.22 -0.2582
S -18.2832 14.3733 17.4424 -2.05 -4.76 -9.72 0.4116
O -19.3664 13.4574 17.8168 1.57 2.14 0.16 -0.2395
O -17.1183 13.7625 16.8627 -0.46 0.18 0.97 -0.2540
F -18.7875 15.2016 16.1159 -0.45 -0.39 1.47 -0.2055
N -16.9790 19.4912 20.8868 -3.55 2.84 0.34 -0.2548
S -17.9114 20.6316 21.7946 -5.29 3.76 -2.85 0.5812
O -17.4574 22.0243 21.7957 -0.14 -2.76 0.10 -0.2671
O -18.6678 20.1720 22.9223 1.21 -0.37 -0.63 -0.2334
F -19.0493 20.7032 20.6228 0.61 -0.16 0.50 -0.2359
S -15.9239 19.5390 22.0006 8.90 -3.59 2.58 0.4329
O -16.2081 18.6654 23.1348 -0.02 1.77 -1.44 -0.2464
O -15.0753 20.7251 22.2241 -2.54 -1.74 -0.36 -0.2574
F -14.9248 18.6706 21.0972 0.41 -0.39 0.19 -0.2076
C -19.1372 16.3269 23.1489 0.56 -0.39 1.12 -0.0934
O -20.2996 16.0513 22.3663 -1.34 1.90 -1.75 -0.2104
P -20.8637 17.2273 21.3553 0.79 -1.43 -1.14 0.5498
O -19.8208 17.8914 20.4640 -1.13 -0.71 1.52 -0.2995
O -21.9955 16.4749 20.4335 0.66 1.34 1.93 -0.2174
C -21.6006 15.5052 19.4855 0.78 -0.64 -1.12 -0.1098
O -21.7498 18.1638 22.3164 1.06 0.01 -1.02 -0.1793
C -21.9225 19.5611 22.0287 -1.11 1.29 -0.08 -0.1000
H -18.3324 15.6396 22.8878 0.13 0.53 -0.82 0.0811
H -19.2910 16.0234 24.1844 -0.78 0.15 0.09 0.0891
H -18.8746 17.3841 23.1878 0.27 -0.12 -0.43 0.0748
H -21.9854 15.6889 18.4823 -0.39 0.69 0.13 0.0887
H -21.9773 14.5103 19.7229 0.31 0.09 0.55 0.1020
H -20.5199 15.5302 19.3457 -0.04 -0.41 0.26 0.0433
H -22.9760 19.8374 22.0736 -0.39 -0.76 -0.06 0.0843
H -21.6136 19.9207 21.0472 0.57 -0.62 -0.03 0.0716
H -21.5357 20.2501 22.7795 0.86 -0.70 0.19 0.0874
C -23.5901 18.9617 18.0085 -0.84 0.64 2.13 -0.1084
O -22.8815 19.3618 16.8891 2.29 0.32 -1.90 -0.2047
P -21.3203 19.7599 16.9523 -1.05 2.69 -0.97 0.5011
O -20.4855 18.7077 17.5392 1.42 -0.41 0.41 -0.2297
O -20.9780 20.2402 15.4262 -1.09 0.36 3.11 -0.2313
C -21.2236 19.3865 14.3356 -0.04 -0.78 -1.16 -0.1089
O -21.2582 21.1615 17.8276 -0.42 -1.61 -1.59 -0.2311
C -21.8931 22.3632 17.2964 0.16 -0.36 -0.51 -0.0851
H -24.0936 17.9985 17.9254 0.20 0.10 -0.42 0.1036
H -24.2981 19.7694 18.1940 -0.53 -0.30 -0.01 0.0955
H -22.9835 18.9667 18.9141 0.31 -0.40 -0.03 0.0758
H -20.6771 18.4579 14.5006 -0.12 -0.05 -0.40 0.0911
H -20.8920 19.8920 13.4286 0.52 -0.05 0.25 0.0974
H -22.2760 19.1988 14.1224 -0.21 -0.07 0.68 0.0926
H -22.3964 22.8715 18.1189 0.40 0.07 -0.03 0.0934
H -22.6371 22.1967 16.5175 -0.17 -0.63 0.16 0.0864
H -21.1265 22.9353 16.7738 0.10 0.31 0.54 0.0881
C -19.4380 23.8098 19.3898 -1.20 -0.49 -0.22 -0.0545
O -18.6925 23.7579 18.1392 1.29 -0.62 0.13 -0.2153
P -17.4633 22.7028 17.9638 0.79 1.45 1.34 0.5545
O -17.8979 21.2783 17.8268 0.46 0.38 0.46 -0.2558
O -16.6168 23.3116 16.7170 -0.51 -1.53 4.31 -0.2175
C -17.2283 23.4259 15.4989 -0.18 0.57 -2.32 -0.1208
O -16.4884 23.0665 19.2338 -1.55 -3.07 -1.99 -0.2356
C -16.0329 24.3534 19.4514 -0.23 1.89 0.35 -0.1171
H -19.8243 24.8040 19.6145 0.65 0.33 -0.51 0.0968
H -18.9387 23.4345 20.2830 0.43 -0.16 -0.39 0.0749
H -20.3401 23.2302 19.1935 0.18 -0.30 0.35 0.0602
H -16.3508 23.5182 14.8589 -0.57 0.31 -0.74 0.1067
H -17.8549 24.3175 15.5194 0.00 0.06 -0.46 0.0981
H -17.8079 22.5646 15.1667 0.01 -0.19 0.27 0.0846
H -14.9591 24.3888 19.6355 0.05 -0.22 -0.52 0.1000
H -16.4729 24.7699 20.3575 -0.25 -0.21 0.15 0.0977
H -16.3776 24.9826 18.6308 0.60 0.35 -0.02 0.0913
C -13.0859 15.7277 20.5276 -0.17 -0.50 1.04 -0.1022
O -12.6269 16.7072 19.6258 -0.31 1.32 -2.33 -0.2142
P -13.3578 16.9981 18.1850 1.64 0.02 0.34 0.5061
O -14.8338 17.1082 18.2919 0.01 0.50 0.10 -0.2743
O -12.6228 18.3445 17.6140 -1.78 -1.36 1.14 -0.2252
C -11.3576 18.3952 17.0108 1.81 -0.70 -0.19 -0.1130
O -12.7888 15.8631 17.2053 -1.26 0.14 1.10 -0.2126
C -13.5885 14.6221 17.0973 0.52 -0.45 -0.64 -0.0497
H -14.1749 15.7084 20.5713 0.04 -0.19 -0.06 0.0746
H -12.6968 15.9719 21.5161 -0.17 0.45 -0.02 0.0928
H -12.6442 14.7469 20.3519 -0.25 -0.10 -0.64 0.0922
H -11.3832 18.4816 15.9245 -0.52 0.05 0.03 0.0974
H -10.7546 17.5150 17.2339 -0.24 -0.29 -0.02 0.0883
H -10.7362 19.1996 17.4041 -0.56 0.41 0.17 0.0930
H -14.4960 14.5758 17.6993 -0.10 0.65 -0.28 0.0647
H -13.0151 13.7480 17.4059 0.55 0.37 0.15 0.0900
H -13.7596 14.5154 16.0261 -0.47 0.03 0.28 0.0919
C -13.6388 21.9870 17.6921 1.54 1.14 0.21 -0.1425
C -13.6684 21.3442 16.3364 0.46 -0.11 -0.99 -0.1383
C -14.8720 20.4536 16.4105 0.57 -0.79 -0.25 -0.1649
O -15.1724 20.3089 17.8270 -2.61 -0.13 -0.78 -0.1537
C -14.2098 20.9496 18.6031 1.69 -0.17 1.01 -0.2041
H -14.1451 22.9484 17.7798 -0.22 -0.13 -0.28 0.1011
H -12.5851 22.1561 17.9139 -0.03 0.26 0.45 0.1261
H -12.7680 20.7696 16.1192 0.10 -0.19 0.50 0.1067
H -13.6923 22.0150 15.4775 -0.42 0.31 0.20 0.1265
H -14.6489 19.4486 16.0523 -0.14 0.02 -0.17 0.1072
H -15.6440 20.8917 15.7779 -0.73 -0.25 0.81 0.0920
H -13.4178 20.2452 18.8578 0.12 -0.32 -0.08 0.1235
H -14.5237 21.3323 19.5742 -0.90 -0.05 -0.26 0.1209
```
Positions in Å, forces in eV/Å.

Energy relative to the best compared isomer or geometry (same formula, charge and spin), eV: 0.000
Highest occupied orbital energy, eV: -10.46
Frontier orbital gap, eV: 3.824
2S+1: 1



Record 3
Below is the molecule C2H3N3O, with properties calculated with wB97M-V/def2-TZVPD.

Geometry as XYZ:
```
9
Properties=species:S:1:pos:R:3:forces:R:3:nbo_charge:R:1
N -1.3459 0.9680 0.3769 -0.16 0.04 0.07 -0.8088
C -0.1784 0.2947 0.3367 0.04 -0.11 -0.09 0.4503
N -0.0798 -0.4474 -0.8243 0.45 -0.32 -0.06 -0.5323
C 1.0499 -1.0256 -0.6608 0.06 -0.06 -0.05 0.3785
O 1.6705 -0.7268 0.4692 0.17 -0.11 -0.08 -0.2953
N 0.8312 0.1851 1.1624 -0.51 0.10 -0.32 -0.2193
H -1.7881 0.7838 -0.5097 -0.65 0.64 0.35 0.4138
H -1.6518 1.6758 1.0181 0.27 -0.11 -0.02 0.4123
H 1.4923 -1.7075 -1.3685 0.32 -0.07 0.21 0.2008
```
Positions in Å, forces in eV/Å.

SMILES: Nc1ncon1
Energy relative to the best compared isomer or geometry (same formula, charge and spin), eV: 1.349
Highest occupied orbital energy, eV: -9.39
Frontier orbital gap, eV: 10.409
2S+1: 1



Record 4
Below is a cluster of 2 separate species, C3H6N3O2S in total at a distorted geometry, with properties calculated with wB97M-V/def2-TZVPD.

Geometry as XYZ:
```
15
Properties=species:S:1:pos:R:3:forces:R:3:nbo_charge:R:1
C -0.8410 -0.5044 0.0958 0.49 -4.44 0.30 0.5719
C 1.0147 0.9961 -0.0930 0.31 1.22 -1.49 -0.4358
C 1.4411 -1.3597 0.1624 2.77 -0.84 -0.71 -0.4233
N -1.7261 0.3380 0.4125 -0.79 0.65 0.67 -0.4369
N 0.4708 -0.3271 0.0147 -0.74 0.18 0.23 -0.4615
N -2.3940 1.3347 -0.0880 0.32 -0.04 -0.51 0.6130
O -2.2376 1.6191 -1.2979 -0.16 0.07 0.44 -0.5095
O -3.1719 1.9262 0.6689 0.15 0.07 -0.38 -0.4665
S -1.3262 -3.0353 0.2141 0.36 2.89 -0.22 -0.7329
H 0.4195 1.5101 -0.9292 1.14 -0.38 1.13 0.2313
H 0.9194 1.6482 0.8331 0.37 -1.01 -0.88 0.2056
H 2.0793 0.7415 -0.4324 -1.31 1.44 0.59 0.2045
H 2.1889 -1.4553 -0.7086 -1.32 0.58 0.47 0.1691
H 2.2097 -1.0912 0.9769 -1.62 -0.67 -0.43 0.1779
H 0.9533 -2.3408 0.1707 0.04 0.27 0.80 0.2932
```
Positions in Å, forces in eV/Å.

Total charge: -1
Energy relative to the best compared isomer or geometry (same formula, charge and spin), eV: 5.306
Highest occupied orbital energy (spin up / spin down), eV: -3.80 / -3.80
Frontier orbital gap (spin up / spin down), eV: 6.965 / 6.965
2S+1: 1